This record from the Open Molecules 2025 dataset describes C19H43P3PtSSe as an isolated structure at a distorted geometry. The level of theory is ωB97M-V/def2-TZVPD.

Properties
HOMO energy (spin up / spin down) = -18.1 / -18.1 eV
net charge = +4
multiplicity = 5
energy above the lowest of the compared OMol25 structures with the same formula, charge and spin = 87.64 kJ/mol
LUMO (spin up / spin down) = -11.6 / -15.8 eV

XYZ file:
```
68
C19H43P3PtSSe | the Open Molecules 2025 dataset | ωB97M-V/def2-TZVPD
Pt -0.2754 -0.1432 0.8237
P -1.3261 -0.4113 2.9574
P -0.0862 -2.3802 0.2510
P -0.0724 2.1384 0.8476
H 0.1899 -0.0485 -7.4348
C 0.8263 0.8282 -7.2611
C 1.9738 0.7547 -6.5675
H 2.4182 -0.2020 -6.2747
C -3.1415 -0.3675 2.7661
C -0.9641 -1.9849 3.7998
C -0.9546 0.8637 4.2079
C 0.4010 -2.7864 -1.4450
C 1.1267 -3.2924 1.2610
C -1.6816 -3.2554 0.4010
C 0.5153 2.9127 -0.6855
C 1.0401 2.8025 2.1186
C -1.6894 2.9443 1.0921
H 0.4839 1.7388 -7.7826
H 2.5546 1.6579 -6.3369
H -3.6232 -0.5264 3.7415
H -3.4672 -1.1491 2.0694
H -3.4556 0.6017 2.3606
H -1.5461 -2.0236 4.7338
H 0.1077 -2.0338 4.0373
H -1.2383 -2.8438 3.1761
H -1.4334 0.5733 5.1557
H -1.3392 1.8431 3.8992
H 0.1306 0.9302 4.3535
H 0.3380 -3.8808 -1.5575
H 1.4344 -2.4596 -1.6187
H -0.2672 -2.3132 -2.1741
H 1.1074 -4.3472 0.9489
H 0.8842 -3.2151 2.3281
H 2.1238 -2.8616 1.0862
H -1.5063 -4.3010 0.1242
H -2.4016 -2.8104 -0.2972
H -2.0842 -3.2096 1.4158
H 0.5243 3.9996 -0.5196
H -0.1479 2.6746 -1.5263
H 1.5332 2.5685 -0.9058
H 1.2907 3.8321 1.8315
H 1.9499 2.1901 2.1698
H 0.5452 2.8054 3.0953
H -1.5336 4.0262 0.9952
H -2.1030 2.7208 2.0809
H -2.3877 2.6027 0.3168
C -1.8994 0.3490 -2.5138
C -0.6080 0.2502 -3.0638
C -0.4113 0.7070 -4.3560
C -1.4325 1.2317 -5.1318
C -2.7311 1.3002 -4.6025
C -2.9439 0.8830 -3.2981
Se -2.4451 -0.0947 -0.7408
H -0.3878 0.2105 -0.7730
H 0.2426 -0.1805 -2.5289
H 0.5683 0.6217 -4.7964
H -1.1959 1.5446 -6.1412
H -3.5981 1.6481 -5.1545
H -3.9394 0.9708 -2.8566
C 4.8564 0.1100 2.2669
S 3.1537 -0.5237 2.2238
C 3.1208 -1.1427 3.9004
H 5.0170 0.6862 1.3534
H 5.5693 -0.7174 2.3224
H 4.9465 0.7648 3.1358
H 2.9003 -2.2128 3.8891
H 2.3523 -0.5882 4.4407
H 4.0922 -0.9798 4.3666
```


This record from the Open Molecules 2025 dataset describes C5H10O in the gas phase at a distorted geometry. The level of theory is ωB97M-V/def2-TZVPD.

Properties
SMILES = CC[C@H]1O[C@H]1C
HOMO energy = -9.6 eV
energy above the lowest of the compared OMol25 structures with the same formula, charge and spin = 219.39 kJ/mol
LUMO = 1.1 eV

XYZ file:
```
16
C5H10O | the Open Molecules 2025 dataset | ωB97M-V/def2-TZVPD
C -1.5593 1.0745 1.6284
C -0.7664 -0.1025 1.0319
C 0.4184 0.3220 0.1061
O 1.4995 -0.5703 0.3006
C 1.2599 -0.2630 -1.0480
C 0.5761 -1.0456 -2.1310
H -0.8918 1.7856 2.1320
H -2.2784 0.7326 2.3867
H -2.1164 1.6240 0.8641
H -0.2677 -0.6116 1.8733
H -1.4430 -0.8533 0.6122
H 0.5400 1.4028 0.1418
H 2.1961 0.1861 -1.4387
H -0.2962 -1.5631 -1.7373
H 1.2105 -1.7309 -2.7020
H 0.2305 -0.2735 -2.8386
```


This record from the Open Molecules 2025 dataset describes C23H20Cl2FeP as an isolated structure at a distorted geometry. The level of theory is ωB97M-V/def2-TZVPD.

Properties
HOMO energy (spin up / spin down) = -8.0 / -9.1 eV
multiplicity = 6
energy above the lowest of the compared OMol25 structures with the same formula, charge and spin = 0.00 kJ/mol
LUMO (spin up / spin down) = 0.6 / -1.0 eV

XYZ file:
```
47
C23H20Cl2FeP | the Open Molecules 2025 dataset | ωB97M-V/def2-TZVPD
C -1.6590 -3.5945 1.4630
C -1.5153 -2.2784 1.9991
C -2.5334 -1.4664 1.4065
H -0.7893 -1.9698 2.7289
C -3.2705 -2.2900 0.5173
C -2.7539 -3.6139 0.5734
H -3.0825 -4.4490 -0.0187
H -0.9978 -4.4196 1.6623
H -2.7153 -0.4241 1.6001
H -4.0597 -1.9562 -0.1338
Fe -1.1404 -2.1349 -0.1455
Cl -1.8689 -1.7753 -2.3667
P 0.0401 -0.1860 -0.2679
C -1.0013 1.3118 -0.0505
C -0.6304 2.3742 0.7720
H 0.2858 2.3258 1.3420
C -1.4337 3.5022 0.8666
H -1.1362 4.3172 1.5131
C -2.6088 3.5860 0.1349
H -3.2335 4.4662 0.2091
C -2.9752 2.5370 -0.6980
H -3.8845 2.5988 -1.2807
C -2.1802 1.4059 -0.7900
H -2.4627 0.5950 -1.4463
C 1.2833 -0.0800 1.0670
C 0.8839 -0.0676 2.4038
H -0.1669 -0.0217 2.6548
C 1.8259 -0.0907 3.4187
H 1.5036 -0.0678 4.4514
C 3.1795 -0.1428 3.1109
H 3.9157 -0.1663 3.9035
C 3.5818 -0.1676 1.7844
H 4.6337 -0.2140 1.5370
C 2.6409 -0.1353 0.7656
H 2.9613 -0.1601 -0.2652
C 0.9981 0.2139 -1.7802
C 1.2799 1.5452 -2.0850
H 0.8982 2.3404 -1.4608
C 2.0449 1.8616 -3.1958
H 2.2545 2.8982 -3.4241
C 2.5304 0.8525 -4.0164
H 3.1248 1.0997 -4.8865
C 2.2484 -0.4719 -3.7180
H 2.6172 -1.2636 -4.3561
C 1.4833 -0.7947 -2.6066
H 1.2661 -1.8246 -2.3806
Cl 0.6181 -3.6051 -0.5121
```


This record from the Open Molecules 2025 dataset describes C20H49AgCl4F2N6O11S2 as an isolated structure at a distorted geometry. The level of theory is ωB97M-V/def2-TZVPD.

Properties
HOMO energy (spin up / spin down) = -11.2 / -11.2 eV
net charge = +1
multiplicity = 2
energy above the lowest of the compared OMol25 structures with the same formula, charge and spin = 0.00 kJ/mol
LUMO (spin up / spin down) = -2.9 / -7.7 eV

XYZ file:
```
95
C20H49AgCl4F2N6O11S2 | the Open Molecules 2025 dataset | ωB97M-V/def2-TZVPD
Ag 1.5163 -1.2222 2.4938
N 0.3426 0.2808 1.5936
S -1.1836 0.4903 1.1742
O -1.6880 -0.2575 0.0187
O -1.9292 1.6925 1.5048
F -1.7899 -0.4488 2.3554
S 0.7928 1.6285 0.6326
O 0.5099 2.9515 1.1954
O 0.7582 1.4460 -0.7892
F 2.3442 1.5241 0.9210
Cl -5.2428 2.3040 2.2290
C -4.8169 1.2555 3.6546
C -5.6002 -0.0660 3.6618
Cl -4.9354 -1.1700 2.4198
H -5.0014 1.8424 4.5544
H -3.7495 1.0602 3.7578
H -6.6457 0.1819 3.4785
H -5.6506 -0.6438 4.5848
Cl 0.3514 6.8511 2.5482
C -1.0769 5.8903 2.2579
C -1.3075 5.0574 3.5378
Cl -2.7418 4.0732 3.3227
H -0.8098 5.3158 1.3709
H -1.8992 6.5671 2.0257
H -1.2988 5.6808 4.4319
H -0.4256 4.4451 3.7261
C 6.4012 -1.1176 -1.6588
C 6.4762 0.3529 -1.2096
C 5.0886 0.7954 -0.8466
O 7.3619 0.4438 -0.0867
H 5.7146 -1.2718 -2.4912
H 6.1234 -1.7516 -0.8168
H 7.4283 -1.3399 -1.9481
H 6.8191 0.7635 -2.1594
H 4.7227 0.2111 -0.0023
H 4.3367 0.6262 -1.6174
H 5.0814 1.8364 -0.5237
H 6.9278 -0.0103 0.6392
C -0.1309 0.2069 -3.8193
C -0.1378 -1.0695 -4.6216
C -0.3295 -0.8793 -6.1155
O 1.0415 -1.8108 -4.3892
H -0.9722 0.8551 -4.0643
H 0.7673 0.8076 -3.9629
H -0.1505 0.0001 -2.7493
H -0.9900 -1.6892 -4.3429
H 0.4251 -0.1981 -6.5088
H -1.2661 -0.3627 -6.3250
H -0.2616 -1.8435 -6.6193
H 1.7494 -1.3702 -4.8650
O -4.5705 -4.3607 0.4343
C -5.1940 -3.4302 -0.1077
N -6.4398 -3.0934 0.1834
C -4.4474 -2.5627 -1.0914
H -6.8929 -2.2531 -0.1463
H -6.9441 -3.6030 0.8948
H -3.5436 -2.2489 -0.5691
H -4.9754 -1.6734 -1.4358
H -4.2017 -3.1639 -1.9668
O -4.2212 5.0413 -1.7535
C -3.8889 3.9886 -1.1224
N -3.7205 4.0232 0.1425
C -3.7052 2.6921 -1.9079
H -3.4731 3.1638 0.6119
H -4.0298 4.7667 0.7522
H -3.7051 2.8147 -2.9910
H -4.4511 1.9287 -1.6866
H -2.6885 2.3738 -1.6774
O 2.4554 -1.8139 0.2997
C 2.3658 -2.0142 -0.9232
N 1.9906 -1.0992 -1.8040
C 2.8354 -3.3118 -1.4810
H 1.7032 -1.3098 -2.7490
H 1.5772 -0.2599 -1.4234
H 2.0969 -4.0988 -1.3284
H 3.7522 -3.6900 -1.0289
H 3.1078 -3.0868 -2.5122
O 0.1549 -2.8407 1.4095
C -0.5931 -3.6874 0.9953
N -1.8533 -3.4930 1.2717
C -0.1853 -4.8483 0.1688
H -2.1417 -2.6383 1.7260
H -2.5889 -4.1291 0.9989
H 0.7200 -5.3705 0.4784
H 0.0050 -4.5240 -0.8543
H -0.9891 -5.5840 0.1957
O 3.6648 -0.3735 2.5147
C 4.6730 0.0960 3.0024
N 5.4578 -0.6323 3.7331
C 5.0306 1.5722 2.8366
H 6.3407 -0.2788 4.0731
H 5.1908 -1.5968 3.8696
H 4.1008 1.9514 2.4125
H 5.8784 1.7725 2.1814
H 5.2939 1.9709 3.8163
```


This record from the Open Molecules 2025 dataset describes a 2-piece molecular cluster, C4H13N3O overall at a distorted geometry. The level of theory is ωB97M-V/def2-TZVPD.

Properties
SMILES = [H]/N=C(\N)NCCC.O
HOMO energy = -9.1 eV
energy above the lowest of the compared OMol25 structures with the same formula, charge and spin = 149.45 kJ/mol
LUMO = 0.8 eV

XYZ file:
```
21
C4H13N3O | the Open Molecules 2025 dataset | ωB97M-V/def2-TZVPD
H -0.8189 0.5189 -3.6838
N -0.2831 0.6929 -2.8010
C -0.8873 0.4337 -1.7177
N -2.0973 -0.1969 -1.5272
N -0.3624 0.8786 -0.4459
C 0.5323 -0.2133 0.0257
C 1.7057 0.3295 0.8169
C 2.5024 -0.9520 1.2824
H -2.3474 -0.0651 -0.5366
H -2.7513 -0.4249 -2.2465
H 0.1967 1.7097 -0.6929
H -0.1231 -0.7807 0.7324
H 0.9218 -0.9083 -0.7453
H 1.2533 0.8694 1.7193
H 2.4379 1.0422 0.4531
H 1.9977 -1.6457 1.9365
H 2.7235 -1.3853 0.3320
H 3.3991 -0.6961 1.8976
O -2.6048 -0.1197 1.7657
H -1.9475 0.5857 1.8003
H -3.4474 0.3274 1.6349
```


This record from the Open Molecules 2025 dataset describes C4H7NO as an isolated structure at a distorted geometry. The level of theory is ωB97M-V/def2-TZVPD.

Properties
HOMO energy = -7.7 eV
energy above the lowest of the compared OMol25 structures with the same formula, charge and spin = 424.04 kJ/mol
LUMO = 1.0 eV

XYZ file:
```
13
C4H7NO | the Open Molecules 2025 dataset | ωB97M-V/def2-TZVPD
C -0.4743 -0.7290 -1.8534
C -0.4549 0.6871 0.2603
C -0.0563 0.6290 1.7031
N 1.2759 0.0958 1.2472
C 0.6954 0.0346 -0.0181
O 1.0021 -0.5758 -1.1491
H -1.2795 0.0500 -1.9014
H -0.0558 -0.8698 -2.8254
H -0.9224 -1.6075 -1.3788
H -0.8428 1.5189 -0.3074
H -0.6090 -0.1206 2.2900
H -0.0103 1.5756 2.2318
H 1.7319 -0.6883 1.7012
```


This record from the Open Molecules 2025 dataset describes C18H41N2P3RhS2 as an isolated structure at a distorted geometry. The level of theory is ωB97M-V/def2-TZVPD.

Properties
HOMO energy (spin up / spin down) = -15.7 / -17.2 eV
net charge = +3
multiplicity = 5
energy above the lowest of the compared OMol25 structures with the same formula, charge and spin = 26.09 kJ/mol
LUMO (spin up / spin down) = -8.6 / -12.0 eV

XYZ file:
```
67
C18H41N2P3RhS2 | the Open Molecules 2025 dataset | ωB97M-V/def2-TZVPD
Rh -0.6280 1.3185 -0.8100
P -0.6844 0.3318 -2.7595
P 2.5079 0.4526 -0.4316
P -2.8417 1.0583 -0.1275
H 1.6855 3.1744 3.6301
C 0.7636 2.6184 3.8149
C 0.7638 1.2955 4.0477
H 1.6800 0.6983 3.9752
C -0.3005 1.4722 -4.1318
C 0.5033 -1.0371 -2.9403
C -2.2750 -0.4283 -3.2289
C 2.9072 1.0373 1.2098
C 3.3419 -1.1259 -0.6432
C 3.1266 1.6093 -1.6442
C -3.0337 1.8936 1.4869
C -3.5035 -0.6211 0.1587
C -4.2095 1.7819 -1.1326
H -0.1701 3.1905 3.8137
H -0.1384 0.7631 4.3652
H -0.4437 0.9539 -5.0896
H 0.7423 1.8058 -4.0533
H -0.9505 2.3578 -4.1035
H 0.2508 -1.6111 -3.8417
H 0.4517 -1.7086 -2.0717
H 1.5235 -0.6497 -3.0473
H -2.2470 -0.6581 -4.3019
H -3.1138 0.2484 -3.0372
H -2.4397 -1.3619 -2.6771
H 3.9826 1.2651 1.2440
H 2.6789 0.2859 1.9738
H 2.3362 1.9417 1.4425
H 4.4203 -0.9577 -0.5220
H 3.1565 -1.5306 -1.6445
H 2.9938 -1.8447 0.1125
H 4.2012 1.7561 -1.4672
H 2.6036 2.5674 -1.5331
H 2.9687 1.2322 -2.6622
H -3.7264 2.7348 1.3703
H -2.0811 2.2718 1.8677
H -3.4402 1.1779 2.2099
H -4.5647 -0.5134 0.4223
H -2.9738 -1.1104 0.9851
H -3.4384 -1.2337 -0.7487
H -4.4004 2.8109 -0.8035
H -5.1166 1.1823 -0.9655
H -4.0054 1.8011 -2.2088
C -1.3283 4.6797 -0.6759
C -1.5894 5.9077 -1.3365
C -1.5488 7.1018 -0.6345
C -1.2740 7.1041 0.7387
C -0.9632 5.9047 1.3844
C -0.9588 4.6941 0.6835
S -1.5315 3.2344 -1.6022
H 1.0481 0.1796 -0.6057
H -1.8183 5.8758 -2.3999
H -1.7233 8.0389 -1.1631
H -1.2821 8.0438 1.2945
H -0.7031 5.9040 2.4454
H -0.6746 3.7572 1.1667
N -0.4215 -2.3931 -0.1352
C 0.1390 -1.7176 0.8946
N 1.2290 -2.2895 1.4668
S -0.3539 -0.1689 1.4164
H -0.1839 -3.3717 -0.2620
H -1.3386 -2.1150 -0.4816
H 1.5532 -1.8813 2.3378
H 1.3374 -3.3017 1.4077
```


This record from the Open Molecules 2025 dataset describes a 2-piece molecular cluster, C3H3FN2O overall at a distorted geometry. The level of theory is ωB97M-V/def2-TZVPD.

Properties
HOMO energy (spin up / spin down) = -8.4 / -10.8 eV
multiplicity = 3
energy above the lowest of the compared OMol25 structures with the same formula, charge and spin = 0.00 kJ/mol
LUMO (spin up / spin down) = 0.4 / -4.6 eV

XYZ file:
```
10
C3H3FN2O | the Open Molecules 2025 dataset | ωB97M-V/def2-TZVPD
C 1.5858 0.4843 0.4416
C 0.7999 1.5718 -0.2317
C -0.3727 -0.8929 0.4240
N 0.8871 -0.5625 0.5634
N -1.4281 -1.3564 0.6354
O 0.6261 2.7168 0.0492
F -3.8536 -2.2791 0.6612
H 2.5099 0.5137 0.7892
H 0.1103 1.1578 -1.0646
H -2.9878 -2.0397 0.9145
```


This record from the Open Molecules 2025 dataset describes an isolated ion of composition C19H21F18N4O2 and charge +1 at a distorted geometry. The level of theory is ωB97M-V/def2-TZVPD.

Properties
SMILES = CCC[C@]1(CCC(F)(F)C(F)(F)C(F)(F)C(F)(F)C(F)(F)C(F)(F)C(F)(F)C(F)(F)F)CN[C@@](N)(C(=O)NC(=O)F)C[NH2+]1
HOMO energy = -13.0 eV
net charge = +1
LUMO = -3.3 eV

XYZ file:
```
64
C19H21F18N4O2 | the Open Molecules 2025 dataset | ωB97M-V/def2-TZVPD
C 0.3218 -2.9161 1.9600
C 0.1759 -2.7849 0.3582
C -0.0880 -1.2903 -0.1692
C -1.4619 -1.1457 -1.0366
C -2.7882 -1.3904 -0.1113
C -3.3690 -0.0597 0.5700
C -2.7423 0.3180 1.9941
F -3.8071 0.2425 2.9716
F -1.8341 -0.7102 2.3598
C -2.1716 1.8119 2.1155
F -1.7470 2.3727 0.8511
F -3.3367 2.6064 2.4369
C -1.1583 2.0913 3.3214
F -1.3012 3.4928 3.6095
F -1.6446 1.4030 4.4836
C 0.3572 1.6232 3.1176
F 0.4518 0.3211 3.7299
F 0.8080 1.5918 1.7714
C 1.4494 2.5097 3.9261
F 0.8693 2.6622 5.2424
F 1.5233 3.8551 3.4317
C 2.8548 1.8192 4.1803
F 2.8049 0.8613 5.2511
F 3.7273 2.8464 4.6930
C 3.6221 1.1238 2.9817
F 4.8611 0.6510 3.5499
F 3.0118 -0.0855 2.4910
C 4.0452 2.0281 1.7313
F 3.4015 1.6577 0.5022
F 3.9175 3.4149 1.8990
F 5.4374 1.7998 1.4686
C -1.5674 -2.3091 -2.1873
N -0.2742 -2.3282 -2.9059
C 0.1063 -1.0494 -3.5274
N 1.6081 -0.9390 -3.3796
C -0.1604 -1.0508 -5.1403
O -1.1648 -1.5916 -5.6662
N 0.8674 -0.3777 -5.9667
C 0.6526 1.0666 -6.0648
O 1.2136 1.8794 -5.2988
F -0.2463 1.5575 -7.0477
C -0.5093 0.2906 -2.9091
N -1.4897 0.1488 -1.7873
H -0.7568 -3.0633 2.3612
H 0.8978 -3.8494 2.2780
H 0.6951 -1.9494 2.4626
H 1.1865 -3.1465 -0.0795
H -0.5984 -3.5578 0.0333
H -0.0178 -0.4837 0.6579
H 0.7972 -1.0438 -0.8776
H -3.5972 -1.7308 -0.8720
H -2.6627 -2.2820 0.5984
H -3.3935 0.8255 -0.1767
H -4.4903 -0.2772 0.7681
H -1.8543 -3.3137 -1.7120
H -2.4462 -2.0415 -2.8964
H 0.4829 -2.7853 -2.3867
H 2.0863 -1.6224 -3.9800
H 1.9188 0.0279 -3.5655
H 1.0078 -0.8317 -6.8813
H -1.0576 0.8469 -3.7654
H 0.3070 1.0347 -2.5645
H -1.2704 0.8988 -1.0913
H -2.4604 0.3262 -2.1111
```